# C46H70N4O16

C46H70N4O16 as an isolated structure at a distorted geometry (ωB97M-V/def2-TZVPD, the Open Molecules 2025 dataset).

XYZ file:
```
136
Properties=species:S:1:pos:R:3:forces:R:3:lowdin_charge:R:1
O -24.0083 -8.0689 -11.7192 -0.2340 -0.9037 0.6612 0.1172
C -23.8609 -7.3182 -12.6285 -0.1520 -0.2071 -0.5371 -0.4788
O -22.9669 -6.3317 -12.5284 0.4282 0.8104 0.2852 0.0018
C -22.7700 -5.6432 -13.7618 -0.2562 -0.4645 -0.6139 -0.1589
C -23.7642 -6.2721 -14.7600 0.6294 1.7481 -0.2492 -0.1319
C -24.6031 -7.2145 -13.9381 0.6515 0.4684 -0.4639 -0.0440
H -21.7287 -5.8148 -14.0078 0.0681 0.2890 -0.3504 0.1159
H -23.0369 -4.5938 -13.6978 0.4849 0.0681 0.5957 0.0693
H -23.2098 -6.6552 -15.6069 -0.1712 -0.5693 -0.0587 0.0969
H -24.3734 -5.4407 -15.1250 -0.1036 -0.1905 -0.2646 0.0983
H -24.7129 -8.1004 -14.5465 -0.5502 -0.6401 0.6666 0.1246
H -25.5295 -6.7115 -13.6771 -0.4764 -0.5142 -0.1231 0.1213
O -24.3676 -0.8942 -19.3358 0.9803 4.0423 -2.3678 0.1696
C -24.7320 -1.8613 -18.8317 -0.5940 -3.1150 2.6340 -0.5493
O -24.0241 -3.0044 -18.9402 0.2507 -1.5490 0.3908 0.0124
C -24.6261 -4.0706 -18.1292 -0.1207 0.4078 -0.2922 -0.1298
C -25.4350 -3.3289 -17.0680 0.2067 -0.0240 -0.6026 -0.1526
C -25.8258 -2.0557 -17.8182 -1.2988 -0.3186 0.5649 -0.0714
H -23.8851 -4.6865 -17.6223 0.4124 0.0500 -0.6245 0.0973
H -25.2222 -4.6777 -18.8216 0.0000 0.0168 0.3462 0.1312
H -24.7571 -3.1135 -16.2397 -0.1655 0.1045 0.1275 0.0965
H -26.2539 -3.9549 -16.7280 -0.1813 0.1588 0.1652 0.1155
H -25.9686 -1.1823 -17.1886 0.3278 0.1532 -0.0147 0.1229
H -26.8063 -2.1918 -18.2912 0.2541 -0.0564 -0.2765 0.1332
O -21.8061 -6.2464 -18.1258 0.3536 0.1454 -0.0911 0.0673
C -20.7712 -5.8328 -18.6041 -0.8169 0.8115 -0.2232 -0.4753
O -19.9107 -6.6191 -19.2237 0.8743 0.1572 -0.2579 0.0532
C -18.7370 -5.8605 -19.6800 -0.9617 0.6915 0.3125 -0.0890
C -19.1448 -4.3674 -19.5805 0.4068 0.0688 -0.4575 -0.1477
C -20.2966 -4.3484 -18.6056 -0.0459 -2.2408 0.6216 -0.0573
H -18.5605 -6.1576 -20.7049 0.3048 -0.2371 0.0308 0.1244
H -17.9164 -6.0522 -18.9962 0.0637 -0.4371 -0.1816 0.1025
H -19.4833 -3.9646 -20.5375 -0.0162 -0.2538 -0.0540 0.1147
H -18.2750 -3.7633 -19.3137 -0.1519 -0.0507 0.2374 0.1143
H -21.1398 -3.7445 -18.8986 -0.1442 0.4331 0.3326 0.1123
H -20.0154 -4.3004 -17.5435 0.0060 0.9098 -0.2259 0.1323
O -24.6475 -4.6827 -8.6724 -1.9260 -2.3017 7.8629 0.2230
C -24.3950 -4.3407 -9.7060 2.3831 1.2563 -6.8292 -0.5250
O -25.2991 -4.4600 -10.7299 -1.0073 0.3328 -0.2120 0.0019
C -24.9068 -3.7321 -11.8639 1.7296 0.4212 -0.4288 -0.1401
C -23.5227 -3.0529 -11.4884 -0.1401 -0.6997 -1.3895 -0.1186
C -23.0866 -3.8846 -10.2907 0.1372 0.8655 -0.1524 -0.0681
H -25.6602 -3.0246 -12.1903 -0.2590 0.1168 0.2518 0.1212
H -24.7140 -4.4233 -12.6906 -0.3267 -0.0331 0.1143 0.0925
H -23.5718 -1.9668 -11.4315 -0.1825 -0.0423 0.6687 0.1139
H -22.8267 -3.2474 -12.3140 -0.1600 0.2494 0.2117 0.0550
H -22.4138 -3.4387 -9.5644 -0.2770 0.3453 0.1142 0.1324
H -22.5263 -4.7445 -10.6542 -0.4106 -0.2503 0.0573 0.0951
O -22.8412 -10.4238 -15.5836 1.3327 0.9178 -1.5360 0.1328
C -23.6761 -10.8905 -14.8971 -1.1183 -1.1439 1.1822 -0.4858
O -23.4788 -11.0166 -13.5666 -0.0668 0.2333 0.3853 0.0211
C -24.7438 -11.0313 -12.9039 -1.4609 0.1046 -0.6314 -0.1290
C -25.7970 -11.5056 -13.9562 0.6911 -0.8420 0.2087 -0.1117
C -24.9772 -11.5996 -15.2466 0.3820 0.3399 -0.1035 -0.0574
H -24.9784 -10.0114 -12.6154 0.1276 -0.0092 0.3825 0.0902
H -24.7897 -11.7068 -12.0620 0.6768 0.0158 0.2717 0.1241
H -26.6421 -10.8286 -14.0049 0.0027 0.1928 -0.1641 0.1021
H -26.1701 -12.4840 -13.6536 -0.1313 0.0486 -0.1261 0.1088
H -25.4663 -11.2157 -16.1352 0.0973 0.0043 0.3555 0.0715
H -24.5693 -12.5836 -15.5318 -0.6003 -0.0558 0.3402 0.1460
O -27.3146 -8.3431 -12.6219 -0.0144 -0.2452 -0.3639 0.0867
C -27.5687 -8.2686 -11.4512 0.6814 0.7283 0.3148 -0.4815
O -28.5267 -9.0079 -10.8825 -0.8543 0.6127 1.1117 0.0334
C -28.7637 -8.5855 -9.4899 1.9055 -0.5702 0.6164 -0.1049
C -27.6670 -7.5279 -9.1285 0.1774 0.5421 -1.1174 -0.1191
C -26.8273 -7.4004 -10.4331 -0.8844 -0.7370 0.1536 -0.0585
H -28.5869 -9.4805 -8.8786 -0.3443 0.1366 -0.2382 0.1187
H -29.7593 -8.2072 -9.2884 -0.2152 -0.0905 -0.6558 0.1142
H -27.0225 -7.7500 -8.2801 -0.2748 -0.4263 0.0203 0.1093
H -28.1174 -6.5538 -8.9157 -0.0526 -0.2058 -0.0042 0.1077
H -25.8123 -7.8060 -10.4057 -0.1332 0.0918 0.3034 0.1086
H -26.7557 -6.3807 -10.7873 0.0359 0.1241 -0.1198 0.1045
O -16.1170 -8.0678 -17.7439 0.6002 -0.9561 -1.9107 0.1474
C -16.4320 -7.6005 -16.7150 0.2690 0.4876 1.3299 -0.5179
O -17.4440 -6.7247 -16.6293 -0.6532 0.4262 0.2737 0.0137
C -17.6612 -6.3164 -15.2802 0.0567 -0.9385 1.0973 -0.1270
C -16.8028 -7.2791 -14.3930 -0.0561 0.3489 0.0066 -0.1387
C -15.7695 -7.8036 -15.3571 -0.5519 0.5595 -0.8895 -0.0711
H -18.6908 -6.5161 -14.9870 -0.2265 0.4383 -0.4485 0.1117
H -17.4108 -5.2661 -15.1783 0.0546 0.1137 0.0501 0.1232
H -17.4342 -8.0665 -13.9911 -0.0629 -0.0704 -0.0122 0.1016
H -16.3206 -6.7736 -13.5632 -0.2012 0.1541 0.1735 0.1114
H -15.4820 -8.8434 -15.3208 0.2920 -0.0965 0.4249 0.1263
H -14.9257 -7.1117 -15.3486 0.3548 -0.4044 -0.0825 0.1335
C -20.8470 -8.6929 -13.3975 -0.2683 -1.1403 0.3273 -0.1310
O -21.3089 -8.0912 -14.5857 -0.0142 0.0446 -0.2968 -0.1210
H -19.8214 -9.0813 -13.4748 -0.0248 0.3015 -0.0626 0.0773
H -20.9164 -7.9878 -12.5690 0.1457 0.1661 -0.2115 0.0569
H -21.4767 -9.5592 -13.1255 0.1597 0.3339 -0.0476 0.0824
H -21.6233 -8.7921 -15.1838 0.1030 0.1088 0.3191 0.0634
C -22.1038 -2.1479 -14.9406 1.2278 0.7447 0.0645 -0.1069
O -20.6986 -1.9836 -14.4748 -1.7340 -0.6653 -0.3433 -0.1353
H -22.2636 -3.1925 -15.2221 0.1481 0.1090 0.2731 0.0584
H -22.8008 -1.8220 -14.1516 0.2904 -0.2652 -0.2137 0.0715
H -22.3082 -1.5486 -15.8413 0.2051 -0.0881 0.2707 0.0814
H -20.3212 -1.1893 -14.8519 -0.1567 0.1980 -0.1751 0.0621
N -21.4196 -7.0183 -9.8225 -0.0293 0.1014 -0.6168 0.0427
C -20.8401 -5.9988 -9.1452 -2.0889 -1.7585 2.8549 -0.2267
C -20.9842 -6.2403 -7.8174 -1.1516 -0.3723 0.4669 -0.0665
C -21.7579 -7.4355 -7.7226 0.3949 0.1995 2.0429 -0.1121
C -22.0025 -7.8744 -8.9604 -0.4075 -1.2718 -0.6243 -0.1483
H -21.4291 -7.1437 -10.8157 -0.2536 0.1446 -0.2269 0.0985
H -20.3779 -5.1673 -9.6492 -3.9895 -1.9474 3.7784 -0.0744
H -20.8129 -5.5661 -6.9958 0.4015 0.0694 0.0001 0.0932
H -22.0305 -7.9216 -6.8028 -0.2066 -0.1048 0.0527 0.0879
H -22.5009 -8.7551 -9.3085 -0.1679 -0.1913 -0.0954 0.1068
N -24.0456 -7.9418 -19.1561 0.9106 -0.3724 0.6503 0.0277
C -25.0698 -8.2563 -19.9806 -0.5357 0.1918 -0.3242 -0.1383
C -25.7475 -9.3222 -19.4468 -0.2060 -0.0353 0.2137 -0.1130
C -25.1034 -9.6445 -18.2357 1.0836 -0.3343 0.5175 -0.1194
C -23.9922 -8.8368 -18.1259 -0.8736 0.4189 0.1651 -0.1140
H -23.3879 -7.1796 -19.1862 0.0380 0.0312 -0.3761 0.1071
H -25.2662 -7.6764 -20.8587 -0.0523 0.0750 -0.2378 0.1042
H -26.5986 -9.8441 -19.8374 -0.1951 0.1465 -0.2745 0.0853
H -25.3068 -10.3935 -17.4834 -0.1619 0.0312 -0.8010 0.0486
H -23.2222 -8.8135 -17.3800 0.0796 0.1235 0.0382 0.0897
N -19.1219 -2.9181 -9.8377 -0.4646 -0.2261 -1.2025 0.0462
C -19.1535 -4.2776 -9.6030 3.0220 2.7654 -1.1583 -0.1067
C -19.7376 -4.8811 -10.6983 2.9994 3.4001 -5.0233 -0.1660
C -20.1767 -3.8249 -11.5603 1.0168 -0.4571 -0.3619 -0.0660
C -19.7278 -2.6203 -11.0498 -0.0114 -1.2819 0.7480 -0.0921
H -18.7740 -2.1963 -9.2424 0.2253 -0.0764 0.4128 0.1424
H -18.8090 -4.6845 -8.6694 -0.0466 -0.0027 -0.0055 0.1375
H -19.9163 -5.9280 -10.8509 0.9017 0.3451 -1.1446 0.1103
H -20.7135 -4.0074 -12.4827 0.2314 0.3056 0.0339 0.0846
H -19.7278 -1.6362 -11.4677 -0.2145 0.2780 0.0699 0.1031
N -28.0981 -8.6085 -16.7257 -0.7829 0.2968 -0.4070 0.0228
C -28.8761 -8.4621 -17.8622 0.1079 -0.2045 0.9121 -0.1389
C -29.6269 -7.3404 -17.6899 -0.0959 0.5961 0.1005 -0.1223
C -29.2324 -6.7245 -16.4626 -0.6774 -0.7757 0.0861 -0.1134
C -28.3625 -7.5871 -15.8428 1.0347 0.4051 -0.6751 -0.1264
H -27.3469 -9.2612 -16.6536 0.2238 -0.1759 0.1358 0.1094
H -28.9253 -9.2324 -18.6047 0.1567 -0.0579 -0.2119 0.0976
H -30.4434 -6.9848 -18.2974 0.1823 -0.0566 -0.2659 0.0878
H -29.7032 -5.8444 -16.0675 0.1319 0.1448 0.2573 0.0814
H -27.7610 -7.4897 -14.9505 -0.2694 -0.0676 0.0824 0.0826
```
Forces are in eV/Å.

For the relative energy (zero: lowest compared OMol25 entry of this formula, charge and spin), the calculation gives 0.0 kcal per mole. For the total energy, the calculation gives -3217.48392 a.u. The HOMO energy comes out at -7.54 eV. The lowest unoccupied orbital energy comes out at 0.24 eV. The orbital gap is 7.778 eV. The charge is 0.